[1]
C19H28AsBrIRuS as an isolated structure, computed with ωB97M-V/def2-TZVPD.

- Molar mass: 671.300 g/mol
- Spin multiplicity: 2
- Net charge: +2
- HOMO energy (spin up / spin down): -14.766 / -14.775 eV
- Kohn-Sham gap (spin up / spin down): 7.56 / 6.88 eV
- LUMO (spin up / spin down): -7.21 / -7.90 eV

XYZ file:
```
52
Properties=species:S:1:pos:R:3:forces:R:3
H -3.568 -5.326 -1.595 0.0011 -0.0018 0.0070
H -3.887 -4.504 0.722 0.0017 0.0057 -0.0001
S -1.616 0.867 0.925 -0.1022 -0.1929 -0.5468
H -1.896 3.317 -1.712 0.0229 0.0178 -0.0078
H 0.723 1.046 4.158 -0.0117 -0.0262 -0.0238
H 2.428 1.486 -2.140 0.0051 -0.0068 0.0021
H -4.454 1.832 -0.930 -0.0178 -0.0001 -0.0093
H 3.059 -1.399 2.581 0.0122 0.0094 -0.0383
C 2.423 2.276 -1.388 -0.1384 -0.0516 -0.0664
C -1.596 -4.530 -1.779 0.0447 0.0133 -0.0310
C 3.832 -0.178 -0.081 0.0580 -0.0058 0.0645
H -0.599 3.468 1.148 -0.0112 -0.0044 0.0274
H -0.374 2.427 -1.990 0.0166 0.0027 -0.0102
C -0.759 -3.387 0.145 0.0778 0.0529 0.0244
H 0.893 4.356 1.419 0.0244 -0.0071 -0.0135
H -2.071 -3.259 1.844 -0.0018 -0.0034 -0.0055
C -1.453 2.407 -2.113 -0.0193 0.0393 0.0516
As -2.168 0.899 -1.172 -0.0455 -0.0957 0.0322
H 0.935 2.762 3.805 0.0327 -0.0276 0.0343
Br 1.006 -3.485 -2.131 0.0481 -0.0043 -0.0127
Ru 0.624 0.224 0.567 -0.2308 -0.1679 0.9470
H -4.284 0.958 -2.477 0.0043 -0.0016 -0.0043
I 0.759 -2.379 1.180 -0.1905 -0.1509 -0.0767
C 1.285 1.517 2.132 0.0643 0.2420 0.1117
C 2.082 1.750 -0.036 0.3922 0.1326 0.4426
H 4.447 0.447 -0.729 -0.0069 0.0105 0.0031
C -4.066 0.936 -1.410 0.0054 -0.0680 0.1142
H -1.766 -1.560 -1.428 -0.0463 0.0758 -0.0353
C 0.425 3.584 0.802 0.0461 0.0126 0.0942
C -0.569 -3.830 -1.158 -0.0951 -0.0816 0.0298
H -0.326 -0.636 -1.937 -0.0236 0.0263 0.0331
H 3.432 2.695 -1.358 0.0010 0.0049 0.0114
H -0.504 1.932 3.245 -0.0162 0.0192 -0.0109
C 1.210 2.323 0.941 0.0808 0.1362 -0.5018
H -1.457 -4.886 -2.790 -0.0068 -0.0150 0.0021
H 3.421 -0.983 -0.692 -0.0225 0.0118 -0.0139
C -1.421 -0.681 -1.971 -0.0675 0.1070 -0.0957
C 0.567 1.814 3.405 0.0327 0.0633 -0.0245
H 0.416 3.949 -0.222 -0.0077 -0.0118 -0.0132
C -1.947 -3.609 0.828 0.0280 -0.0469 -0.0255
H 4.490 -0.630 0.660 -0.0217 -0.0086 0.0105
H -4.506 0.053 -0.952 -0.0106 -0.0011 -0.0053
C 2.914 -0.382 2.942 -0.0557 0.0300 0.0987
C 2.767 0.642 0.580 0.0223 0.2845 -0.3926
H 1.755 3.070 -1.713 -0.0123 -0.0049 0.0141
H 3.912 0.000 3.176 -0.0213 0.0296 0.0481
C 2.308 0.528 1.925 0.2344 -0.2752 -0.1931
H -1.703 2.308 -3.169 -0.0165 -0.0063 0.0034
C -2.782 -4.770 -1.102 -0.0240 0.0035 -0.0003
C -2.964 -4.309 0.195 -0.0053 -0.0017 -0.0187
H 2.346 -0.416 3.869 -0.0339 -0.0200 -0.0260
H -1.722 -0.736 -3.017 0.0061 -0.0416 -0.0042
```
Positions in Å, forces in eV/Å.

[2]
C19H28BF4O2Ti as an isolated structure at a distorted geometry, computed with ωB97M-V/def2-TZVPD.

- Molar mass: 423.102 g/mol
- Spin multiplicity: 2
- Net charge: 0
- HOMO energy (spin up / spin down): -6.991 / -7.713 eV
- Kohn-Sham gap (spin up / spin down): 7.27 / 7.99 eV
- LUMO (spin up / spin down): 0.27 / 0.28 eV

XYZ file:
```
55
Properties=species:S:1:pos:R:3:forces:R:3
C 0.842 -0.132 0.623 -0.9650 0.0222 1.5676
H 1.159 6.352 -0.353 -0.0301 -0.1136 -0.1144
C -0.244 0.750 0.930 0.5179 -0.0109 0.8635
O 4.595 0.052 0.768 1.0652 1.3070 -0.3566
C 5.447 -0.559 -0.197 -0.2217 -1.3541 -0.0004
C -0.444 4.013 -1.665 -1.3240 -0.2420 0.5084
H 4.959 -0.619 -1.184 0.0380 0.5240 0.3600
H 5.437 0.567 2.576 0.0399 0.1953 -0.3346
F 2.125 -0.817 -2.301 -0.2538 0.1424 -0.1309
O 1.946 3.516 -0.100 5.0936 1.8151 -1.0551
H 2.989 2.429 -1.634 0.1572 -0.1472 0.0554
C 6.751 1.175 0.918 -0.2775 -0.0395 -0.1631
C 3.073 5.252 1.328 -0.0483 0.2145 0.2957
H 3.740 2.239 -0.016 -0.4115 0.1589 -0.0767
H -2.688 1.549 -1.117 0.7429 0.1813 0.3136
H 3.932 4.677 1.706 -0.3783 0.0601 -0.1268
H 1.739 5.586 -1.876 0.1278 0.1834 0.3510
C -0.874 4.292 -0.300 -1.1759 0.2708 -0.8365
Ti 0.351 2.462 -0.327 -0.9332 -1.6625 0.7026
C 6.828 0.127 -0.203 -0.4789 -0.5685 0.1276
H -0.855 2.252 -3.013 -0.2422 0.1886 0.6178
C 3.895 4.284 -0.910 -0.3704 -0.6095 0.3970
H -1.302 0.547 0.799 0.3209 0.0631 -0.2532
H 7.594 -0.616 0.032 -0.0083 0.1274 -0.2088
F 1.317 1.344 -1.566 1.2261 -0.6937 -1.5316
C -1.048 2.758 -2.060 -0.9357 1.3679 0.0764
H 0.131 4.703 -2.286 -0.0953 -0.7714 0.3071
H 7.014 0.522 -1.200 0.2175 0.2466 0.1606
H 4.837 1.955 1.636 0.0110 -0.5890 -0.0609
C 1.910 0.206 1.474 0.1529 0.2803 -0.3280
C 5.360 0.978 1.552 -0.2636 0.0385 0.4941
H 2.365 2.050 2.613 0.0385 0.0590 0.1368
H 3.906 4.538 -1.963 0.0287 0.3856 -0.0433
C 1.669 1.471 2.029 -1.2925 -0.5129 0.0368
H 7.509 0.989 1.681 0.0737 0.2519 -0.2158
C 2.024 5.948 -0.882 -0.2448 0.5660 -0.1346
C -1.955 2.359 -1.018 0.3458 0.8199 -0.7379
C -1.850 3.291 0.059 0.2903 0.4351 -0.8152
C 2.737 4.889 -0.112 -0.3385 -0.6176 0.3374
C 0.307 1.826 1.768 -0.2988 -1.1864 0.6639
H 5.507 -1.609 0.126 0.3774 0.0919 -0.1602
C 3.265 2.930 -0.719 -0.9939 -0.1929 0.2794
H 2.222 5.109 2.015 0.2141 -0.0877 -0.4427
H 3.338 6.321 1.393 0.0163 -0.3563 -0.1527
H 2.728 6.783 -1.022 -0.1073 -0.2269 0.0431
H -0.617 5.172 0.301 -0.1699 -0.4902 -0.3623
B 1.316 0.155 -2.798 -0.1906 0.7607 0.8620
H 4.882 4.363 -0.477 0.1590 0.2990 0.1314
F -0.029 -0.066 -2.769 0.2518 -0.4715 -0.5354
H -2.488 3.293 0.958 0.7760 -0.1633 -0.4512
H 6.862 2.186 0.507 0.0503 -0.1910 0.2539
H -0.265 2.573 2.315 0.1576 -0.1917 -0.1249
H 2.739 -0.440 1.734 0.0470 0.4162 -0.6485
F 1.825 0.831 -3.866 -0.2588 -0.1496 0.1950
H 0.844 -0.970 -0.069 -0.2285 0.1669 0.2643
```
Positions in Å, forces in eV/Å.

[3]
A 2-piece molecular cluster, C19H28BrFN2O9PS overall at a distorted geometry, computed with ωB97M-V/def2-TZVPD.

- Molar mass: 590.381 g/mol
- Net charge: +1
- HOMO energy: -10.749 eV
- Kohn-Sham gap: 6.70 eV
- LUMO: -4.05 eV

XYZ file:
```
62
Properties=species:S:1:pos:R:3:forces:R:3
O -1.210 1.979 -2.791 -1.1075 -4.2323 -3.3197
S 4.353 0.856 -3.853 -0.6665 -0.1280 0.1099
H 1.956 -2.341 -1.720 1.9556 1.6058 -0.3641
H -1.650 -2.166 -4.640 -0.1374 -0.1235 -0.1020
O -2.488 1.874 6.346 -4.0410 -7.8741 -0.5152
H 3.351 6.015 -1.962 -1.9464 -1.3438 0.0131
H -2.709 -1.690 4.871 1.5386 0.9649 1.1873
C -3.093 0.659 6.232 3.3268 6.5000 -0.2551
N 2.927 1.030 -2.811 -5.8195 0.2452 3.2660
H -0.496 0.559 0.335 1.2796 -1.7736 -1.6372
C -0.576 -3.711 -3.536 1.1612 -0.5818 -0.4345
N 1.007 0.382 -1.219 4.4056 4.0228 -3.9864
O -1.162 3.183 -2.241 1.9824 3.3858 2.9609
C -0.892 -0.844 2.954 0.1069 0.8257 1.2321
H -5.902 -0.823 4.292 1.4104 2.5738 -0.2550
H 0.237 3.996 -0.726 -1.0677 -2.3235 -1.0708
O -0.637 -3.159 -2.236 -0.7844 0.5332 0.4510
C 2.227 -0.060 -1.983 -0.4124 0.4794 -0.2573
H 1.235 -0.023 2.282 -1.4201 -2.1063 0.4226
H -1.501 0.084 2.519 1.2306 -2.1967 0.6283
H 0.342 -3.409 -4.048 -0.0967 0.0306 0.2216
H -0.597 -4.804 -3.468 -0.1984 0.1397 -0.1524
H -1.547 -1.824 2.914 1.4453 1.9151 -0.3844
H -1.302 -2.271 5.985 -1.1534 2.3314 -0.8424
H -4.360 0.077 3.327 -0.6646 -1.1587 2.4538
C 2.813 -1.587 -2.023 -0.3378 0.6330 -0.0676
C -0.265 2.970 -1.057 0.2167 -0.3929 0.1365
C 4.130 -1.851 -1.068 0.0470 -7.2916 3.5927
H 3.133 -1.856 -3.121 -0.4850 0.7659 2.1100
Br 5.645 -0.567 -0.767 -1.8573 -1.0453 -0.5617
C -0.003 -0.290 -0.344 -1.8081 -0.7947 0.8833
C 0.845 1.855 -1.540 4.5410 0.2615 -2.4057
C -1.797 -3.151 -4.183 -0.6128 -0.4638 -0.8939
C -4.972 -0.093 4.318 0.8486 1.2956 2.9787
O -2.715 -3.047 -3.119 0.8703 0.4421 0.7464
H -0.311 -2.329 0.623 1.8334 1.9326 -0.2314
H 1.536 -1.955 0.416 -1.8537 1.1296 0.0692
H -0.707 0.666 4.784 -0.2282 -2.5639 -0.4215
P 2.336 4.051 -3.345 0.1922 0.4831 -1.4391
H 1.122 -1.913 2.813 -0.9385 2.0795 -1.1113
O 4.237 -3.055 -0.440 -0.9362 8.4811 -4.5201
C 0.581 -1.017 2.258 -0.1637 -0.2527 -0.8688
C -1.809 -1.298 5.519 0.4250 -1.0453 -0.8357
O 3.874 4.177 -4.145 -0.7176 0.2556 3.3246
H 2.392 4.716 -0.904 0.1778 1.5197 -1.9096
C -4.630 0.576 5.616 -0.3026 -2.3126 -2.6905
F -2.298 -4.013 -5.095 -0.0026 0.1948 -0.1013
C 2.396 5.331 -1.917 -0.1491 -0.4322 1.5618
O -2.383 -2.447 -0.942 1.1255 -0.9171 -2.4128
H 1.398 5.973 -1.954 2.2793 -1.3206 -0.1096
C -0.702 -0.503 4.577 0.6196 -0.1691 0.4209
H 0.358 -0.890 4.947 -2.1634 0.8420 -0.9196
C 2.081 2.291 -2.572 -1.3039 -3.4705 3.6618
C 0.508 -1.461 0.654 -0.7418 -1.1096 1.2182
H -1.154 2.072 -3.788 0.0230 0.4848 1.5878
H -0.951 2.629 -0.173 1.5117 0.2794 -1.6236
H -0.877 -0.679 -1.055 2.0526 0.8165 1.6171
C -1.951 -2.852 -2.008 -1.3369 0.6746 2.5806
H -5.541 1.040 6.213 2.2720 -1.7691 -0.5505
H 4.537 4.526 -3.463 -0.9718 -0.8126 -1.4663
H 3.919 0.912 -5.204 -0.4317 0.0222 1.6662
O -2.290 -0.500 6.663 -2.0196 1.8587 -2.3857
```
Positions in Å, forces in eV/Å.